No. 1
198
Properties=species:S:1:pos:R:3 method="wB97M-V/def2-TZVPD" smiles=COC[C@H](C)N.COC[C@H](C)N.COC[C@H](C)N.COC[C@H](C)N.COC[C@H](C)N.COC[C@H](C)N.COCCNCCOC.COCCNCCOC.COCCNCCOC.COCCNCCOC total_energy_ev=-95373.9759 charge=0
O 18.03 11.21 19.60
O 20.10 18.20 19.39
O 21.69 9.83 21.73
O 10.52 18.55 19.33
O 11.24 18.04 14.76
O 19.62 19.46 15.09
O 15.11 18.95 12.74
O 19.07 15.17 15.66
O 22.27 16.99 24.65
O 22.83 11.21 16.67
O 23.26 13.06 12.42
O 15.85 17.23 19.98
O 12.26 14.19 15.71
O 14.53 12.91 11.56
N 20.27 12.47 14.54
N 15.24 17.99 16.29
N 20.25 12.08 20.97
N 15.40 15.10 15.06
N 19.59 17.90 22.23
N 14.82 17.42 10.26
N 12.14 12.88 13.22
N 25.72 12.13 18.72
N 12.02 19.60 17.17
N 20.52 18.01 11.85
C 13.31 12.40 11.07
C 20.39 18.09 13.31
C 19.89 19.32 20.22
C 22.19 10.13 17.38
C 15.96 17.30 11.22
C 11.52 12.31 14.46
C 17.20 10.78 18.56
C 16.87 12.92 15.47
C 20.20 13.84 12.52
C 24.17 11.34 17.06
C 21.06 12.82 13.38
C 22.17 11.07 22.16
C 19.70 19.41 13.69
C 11.43 19.65 19.49
C 22.64 8.82 21.68
C 21.73 17.92 14.00
C 11.95 15.11 16.72
C 24.34 11.91 18.49
C 11.52 20.44 18.22
C 22.38 18.04 25.64
C 11.62 17.07 13.80
C 16.03 19.53 18.09
C 11.84 20.19 15.82
C 16.19 18.62 11.95
C 21.04 17.02 23.91
C 20.83 18.45 18.22
C 19.13 20.73 15.45
C 16.70 14.50 15.62
C 19.10 15.99 16.75
C 18.28 12.57 19.68
C 15.37 13.53 10.68
C 17.22 17.01 10.47
C 11.13 13.43 15.41
C 21.00 12.01 22.24
C 20.99 17.97 22.77
C 17.80 15.42 15.05
C 16.88 16.30 20.13
C 15.19 20.26 13.30
C 10.05 17.86 20.46
C 24.58 13.45 12.56
C 15.26 17.27 18.64
C 23.60 13.25 18.51
C 22.52 13.20 13.57
C 12.03 19.18 14.69
C 12.58 11.83 12.35
C 19.02 12.86 21.00
C 19.04 18.94 21.40
C 15.96 18.13 17.59
H 11.14 15.82 16.43
H 19.06 17.09 16.50
H 22.88 9.29 17.40
H 20.83 14.27 11.67
H 13.46 11.73 10.21
H 9.61 16.96 20.08
H 19.55 17.05 21.66
H 12.39 16.37 14.20
H 18.30 15.85 17.46
H 23.89 11.27 19.21
H 24.66 10.39 16.97
H 19.58 20.23 19.61
H 17.07 12.69 14.43
H 11.74 11.30 11.97
H 21.37 17.61 17.94
H 20.87 19.64 20.63
H 18.66 19.54 13.33
H 25.15 13.23 11.64
H 22.05 16.89 13.79
H 15.27 14.62 10.80
H 22.53 18.58 13.58
H 24.73 14.53 12.73
H 16.74 19.54 18.87
H 18.12 16.94 11.11
H 16.37 11.54 18.45
H 20.32 20.32 13.33
H 10.34 13.99 14.94
H 10.51 20.82 17.97
H 14.22 17.65 18.67
H 15.96 12.31 15.77
H 20.21 17.33 24.59
H 18.84 20.64 16.52
H 14.49 20.24 14.15
H 20.07 13.32 15.10
H 22.10 7.92 21.39
H 15.04 13.32 9.64
H 17.15 16.07 9.92
H 14.90 18.20 9.59
H 24.71 11.92 16.30
H 13.29 11.19 12.80
H 13.98 17.56 10.81
H 22.59 12.99 18.29
H 21.34 13.03 22.50
H 23.37 17.96 26.11
H 18.28 12.68 21.80
H 17.74 16.56 19.56
H 11.82 19.73 13.79
H 22.91 11.51 21.44
H 19.30 13.88 21.18
H 23.93 14.01 17.84
H 23.66 13.69 19.53
H 19.38 13.30 12.09
H 23.36 9.02 20.91
H 15.21 16.27 18.24
H 14.33 18.36 16.44
H 20.12 15.81 17.18
H 12.19 11.61 14.98
H 11.13 20.28 20.36
H 20.18 18.87 17.42
H 23.16 8.58 22.61
H 18.91 19.85 22.07
H 12.25 21.25 18.41
H 21.62 18.07 15.07
H 18.08 18.60 21.09
H 18.73 13.05 18.82
H 16.47 15.32 19.85
H 17.09 18.45 12.62
H 17.18 16.25 21.18
H 17.91 15.35 13.96
H 21.33 9.88 16.74
H 17.76 10.73 17.64
H 23.06 12.65 14.36
H 17.26 13.08 19.85
H 20.34 11.72 23.12
H 16.94 17.73 17.46
H 13.09 18.92 14.62
H 11.69 14.64 17.70
H 16.63 14.81 16.66
H 21.84 10.55 18.32
H 20.68 11.79 15.18
H 21.20 18.95 23.24
H 11.98 17.51 12.84
H 19.61 18.21 11.43
H 20.80 16.02 23.57
H 11.58 18.68 17.16
H 15.05 19.84 18.47
H 16.43 19.37 11.18
H 18.19 20.89 14.96
H 17.45 17.83 9.76
H 26.31 11.31 18.83
H 10.90 20.79 15.78
H 10.69 16.53 13.55
H 9.38 18.39 21.09
H 16.39 20.17 17.31
H 10.62 11.84 13.97
H 26.15 12.76 18.03
H 19.79 21.58 15.18
H 10.65 13.02 16.28
H 16.23 20.35 13.58
H 15.47 14.98 14.05
H 12.69 13.21 10.62
H 20.90 17.10 11.61
H 21.01 11.90 12.74
H 21.60 18.04 26.39
H 21.68 19.25 18.39
H 21.74 17.73 22.01
H 14.99 21.00 12.59
H 22.40 19.09 25.14
H 16.83 9.73 18.78
H 25.02 12.91 13.38
H 22.47 14.26 13.85
H 12.60 20.93 15.62
H 17.73 12.71 16.06
H 22.71 11.10 23.07
H 19.84 14.79 13.02
H 15.71 16.55 11.96
H 14.59 14.62 15.36
H 12.89 13.50 13.50
H 12.46 19.30 19.76
H 17.51 16.40 15.23
H 16.40 13.23 10.84
H 19.66 17.44 13.81
H 15.00 17.03 15.97
H 10.86 17.59 21.15
H 19.83 11.14 20.78
H 12.74 15.86 16.92

=====

No. 2
191
Properties=species:S:1:pos:R:3 method="wB97M-V/def2-TZVPD" total_energy_ev=-77882.1291 charge=+3
O 1.83 -2.35 1.23
O 2.11 -0.09 2.66
O -2.42 -1.10 -0.06
O -1.70 1.52 0.52
N 1.39 0.55 -3.80
N -6.67 -4.00 -1.08
N -4.60 -0.59 1.59
N -0.41 -8.55 -0.17
N -2.28 3.42 2.43
N -3.54 1.00 -1.41
N 6.23 -1.57 0.71
N 2.13 1.44 5.03
N 3.93 -2.49 2.46
N -3.07 2.40 -3.67
N 4.43 3.02 4.68
N -1.74 6.04 1.43
C -0.94 5.86 0.19
C -4.07 3.48 -3.72
C -3.89 6.47 0.29
C 1.15 1.92 -1.67
C 4.55 0.19 0.04
C 0.21 0.84 1.71
C -0.86 6.34 2.57
C -1.69 2.92 -3.65
C -6.47 -3.64 -2.50
C -3.96 4.41 -4.95
C -1.31 -0.87 0.51
C 1.64 -0.86 -3.52
C -5.43 -4.66 -0.64
C 4.44 3.81 5.94
C -0.97 0.59 0.98
C 0.88 1.92 -5.81
C 7.23 -1.88 1.75
C -4.29 -3.69 -0.44
C -1.57 -6.29 -0.47
C -7.90 -4.82 -0.96
C 3.24 4.72 6.15
C 1.82 0.90 -5.16
C -6.85 -2.17 -2.74
C 6.93 2.87 4.25
C 0.90 -1.54 1.24
C 6.56 -3.48 -0.86
C -8.02 -5.52 0.38
C -0.30 7.76 2.64
C 5.87 -0.15 0.70
C -0.32 -7.16 -0.55
C 0.85 -8.43 1.97
C 6.63 -1.98 -0.66
C 4.08 3.05 2.18
C 1.15 -0.18 1.86
C -1.47 -9.29 -0.84
C -2.88 6.97 1.34
C -3.26 1.34 -4.68
C 4.12 3.83 3.49
C -0.34 -1.84 0.64
C 1.34 -1.31 -2.09
C -4.72 0.90 -4.85
C 8.65 -1.36 1.49
C 5.59 2.17 4.56
C -0.44 -8.79 1.28
C 1.99 1.49 -2.87
C 0.06 4.73 0.22
C -1.22 -9.48 -2.32
C -1.47 3.98 -2.58
H -3.71 7.01 -0.64
H 1.21 -7.41 1.81
H 7.21 -3.75 -1.69
H -0.47 6.82 -0.06
H 6.89 -4.04 0.01
H 1.63 0.02 -5.78
H 7.69 2.13 4.50
H -2.45 4.41 2.09
H 3.07 -2.36 1.85
H -1.48 6.17 3.46
H 6.80 -1.41 2.65
H 4.79 -2.17 1.98
H 5.00 2.51 1.98
H -2.77 0.43 -4.31
H 1.14 2.94 -5.48
H -2.21 -6.56 -1.32
H 7.66 -1.62 -0.83
H 0.41 -0.84 -1.77
H -5.01 -1.32 2.18
H -7.37 -6.40 0.41
H -3.24 1.63 -0.66
H -1.78 3.66 -1.58
H -7.68 -4.86 1.19
H -1.01 -8.55 -2.85
H 0.35 1.83 2.12
H 0.98 5.01 0.75
H 0.54 7.89 1.95
H 4.45 1.27 -0.04
H -0.38 4.10 -2.54
H -0.05 5.61 2.68
H 1.93 0.99 4.11
H -1.39 3.28 -4.64
H -5.40 1.60 -5.33
H 2.87 1.19 -5.27
H 0.11 -7.13 -1.56
H 2.09 -0.81 -1.46
H -4.91 4.48 -5.49
H 3.00 1.17 -2.58
H 0.11 7.91 3.64
H 1.16 -1.50 -4.26
H -2.13 -6.35 0.46
H -5.10 -5.50 -1.28
H -1.40 -5.24 -0.70
H -8.73 -4.11 -1.05
H -3.26 4.08 -5.71
H 3.29 4.51 3.58
H 0.18 2.32 -1.97
H -9.03 -5.80 0.68
H 9.23 -1.41 2.42
H -1.05 2.07 -3.39
H -5.42 -3.71 -2.80
H -0.17 1.87 -5.56
H -2.41 -8.70 -0.74
H 1.06 1.11 -0.95
H 5.55 -3.81 -1.13
H -1.28 -8.19 1.68
H -3.19 1.52 -2.32
H -5.13 0.46 -3.95
H 3.93 -3.48 2.74
H -4.89 6.81 0.58
H -2.49 7.90 0.92
H 1.69 -9.05 1.65
H 3.27 2.30 2.23
H -3.18 2.95 2.55
H -1.95 -10.12 -2.82
H 2.73 -1.02 -3.64
H 2.89 2.20 4.98
H 7.12 3.09 3.20
H 7.30 -2.95 1.93
H 7.08 3.73 4.90
H 5.36 4.42 5.94
H -4.05 4.04 -2.78
H -1.65 5.59 -0.60
H 4.45 -0.16 -0.99
H -3.61 -4.23 0.23
H -4.67 0.12 -5.62
H -4.76 0.31 2.05
H 8.62 -0.31 1.20
H -4.58 -2.83 0.17
H -1.81 3.31 3.32
H 3.01 5.38 5.32
H 5.02 4.47 3.38
H 5.50 1.39 3.80
H -6.23 -1.45 -2.19
H -1.79 2.91 1.66
H 5.71 1.61 5.49
H 3.70 3.70 1.39
H -5.68 -5.19 0.28
H 2.44 0.65 5.59
H -1.00 8.57 2.51
H -0.30 -10.06 -2.45
H 0.50 -6.73 0.03
H 2.20 2.43 -3.40
H 0.88 -8.63 3.04
H -4.56 1.00 -1.39
H 1.62 -2.33 -1.87
H -3.64 -0.80 1.22
H -5.10 -0.45 0.70
H -6.83 -1.97 -3.82
H 4.52 3.07 6.74
H 0.33 4.54 -0.82
H -7.89 -2.03 -2.42
H -3.34 7.01 2.32
H 6.72 0.40 0.27
H -0.46 -2.82 0.20
H -2.82 1.65 -5.63
H 1.67 2.73 -1.15
H 1.25 1.77 5.44
H 5.85 0.25 1.73
H 9.14 -2.02 0.79
H -3.12 0.09 -1.15
H -3.90 5.39 0.11
H -0.26 3.78 0.65
H 3.66 -1.96 3.29
H -1.65 -10.24 -0.35
H -3.76 5.43 -4.63
H -5.07 3.06 -3.85
H -3.70 -3.54 -1.34
H 2.40 4.05 6.38
H -1.89 4.96 -2.79
H 3.72 -0.23 0.60
H -7.98 -5.51 -1.81
H 1.05 1.96 -6.88
H -0.71 -9.82 1.50
H -7.10 -4.23 -3.17
H 6.03 -1.38 -1.34
H 3.30 5.34 7.04

=====

How do the records compare in HOMO-LUMO gap? In the order shown, they have 9.364, 4.605 eV.
How do the records compare in ΔE to the lowest compared entry with this formula, charge and spin? In the order shown, they have 485.5, 0.0 kJ/mol.
How do the records compare in E_HOMO? In the order shown, they have -8.646, -12.119 eV.